C5H9NO as an isolated structure at a distorted geometry, computed with ωB97M-V/def2-TZVPD.

```
! wB97M-V def2-TZVPD RIJCOSX def2/J DEFGRID3
* xyz 0 1
O 1.7279 0.4566 -0.2591
N -1.5619 -2.3874 0.1426
C -1.4293 0.1953 0.2950
C -1.6813 -1.2395 0.2568
C 2.8789 0.0410 0.5057
C -2.1669 0.9251 -0.8471
C 0.5393 -0.2375 -0.0087
H 2.7392 0.2526 1.5676
H 3.0748 -1.0285 0.3498
H 0.2761 -0.7130 -0.9514
H -1.7893 1.9440 -0.8576
H 3.7423 0.6261 0.1533
H -1.9471 0.4386 -1.8047
H -3.2712 0.9572 -0.7649
H -1.7199 0.5812 1.2921
H 0.5884 -0.8116 0.9304
*
```

Summary:
- Energy above the lowest of the compared OMol25 structures with the same formula, charge and spin: 89.7 kcal per mole
- Highest occupied orbital energy: -9.47 eV
- Frontier orbital gap: 10.28 eV
- E_tot: -8865.3246 eV

Atom charges from the Mulliken analysis, given in e for atoms 1 to 5: -0.3717, -0.4972, -0.0187, 0.3074, -0.6593